ORCA calculation (wB97M-V/def2-TZVPD) on an isolated molecule of C4H8O2.

CARTESIAN COORDINATES (ANGSTROEM)
C  -0.91346  0.18023  0.92666
H  -1.66131  -0.44261  1.43260
C  -1.32873  0.45013  -0.52993
H  -1.18892  1.50145  -0.79902
H  -2.38250  0.20760  -0.69560
H  2.81926  0.60043  -0.90454
H  -0.73996  -0.15119  -1.23014
H  0.40384  -1.49920  0.53018
H  -0.86225  1.11816  1.49189
C  2.00780  -0.09577  -0.64731
O  1.66725  -1.02532  -1.33345
H  0.67205  -0.71015  2.10894
C  0.41654  -0.54267  1.05890
O  1.48829  0.26419  0.52913

Forces on atoms 1 to 6 (eV/Å):
C 0.00 0.00 0.07
H 0.11 0.06 -0.08
C -0.01 0.01 -0.07
H 0.02 -0.16 0.02
H 0.14 0.08 0.04
H -0.07 -0.07 0.00

Output
Net charge: 0
F_max, eV/Å: 0.5
Relative energy (zero: lowest compared OMol25 entry of this formula, charge and spin), kJ/mol: 64.0
Frontier orbital gap, eV: 11.7
LUMO, eV: 0.99
2S+1: 1

These are the Löwdin partial charges, in e, on atoms 1 to 4: -0.222, 0.110, -0.091, 0.074